1:
One molecule with the formula C3H6ClFS, computed with ωB97M-V/def2-TZVPD.

Geometry as XYZ:
```
12
C3H6ClFS ωB97M-V/def2-TZVPD
C -0.410 -1.118 0.609
C 0.488 -0.702 -0.538
C 0.652 0.797 -0.746
H -2.613 -1.236 -0.372
H -0.203 -2.142 0.884
H 0.020 -0.511 1.413
H 1.455 -1.116 -0.298
H 1.151 1.029 -1.688
H -0.330 1.257 -0.676
F 0.146 -1.290 -1.754
S -2.087 -0.481 0.626
Cl 1.660 1.656 0.621
```

Its HOMO energy is -0.3536 Ha. For the orbital gap, the calculation gives 10.356 eV.

These are the Mulliken partial charges, in e, on atoms 1 to 4: atom 1 (C): -0.64, atom 2 (C): 0.23, atom 3 (C): -0.57, atom 4 (H): 0.14

2:
One molecule with the formula C3H6ClFS, computed with ωB97M-V/def2-TZVPD.

Geometry as XYZ:
```
12
C3H6ClFS ωB97M-V/def2-TZVPD
C -0.380 -0.369 0.344
C -0.071 -1.314 -0.773
C 0.307 0.929 0.428
H -2.621 -1.121 0.284
H -0.095 -0.863 1.365
H 0.707 -1.994 -0.482
H -0.957 -1.825 -0.983
H 0.081 1.644 -0.466
H -0.029 1.616 1.265
F 0.297 -0.584 -1.930
S -2.087 0.064 0.265
Cl 2.029 0.665 0.715
```

Its HOMO energy is -0.3511 Ha. For the orbital gap, the calculation gives 10.219 eV.

These are the Mulliken partial charges, in e, on atoms 1 to 4: atom 1 (C): 0.05, atom 2 (C): -0.32, atom 3 (C): -0.78, atom 4 (H): 0.11

Verdict on stability: 1 comes out on top.

1:
C34H34I2N8O3STi as an isolated structure, computed with ωB97M-V/def2-TZVPD.

Geometry as XYZ:
```
83
C34H34I2N8O3STi ωB97M-V/def2-TZVPD
Ti -0.384 0.325 1.797
I -6.001 -4.144 0.676
C -4.551 -2.663 0.474
C -3.667 -2.704 -0.594
C -2.677 -1.737 -0.712
I -1.455 -1.691 -2.396
C -2.537 -0.744 0.259
O -1.566 0.161 0.254
C -3.513 -0.650 1.265
C -3.536 0.639 2.037
N -2.324 0.911 2.857
C -2.418 0.342 4.211
C -1.690 -0.962 4.322
C -1.990 -1.878 5.316
C -1.157 -2.966 5.499
C -0.031 -3.091 4.699
C 0.185 -2.151 3.713
N -0.649 -1.122 3.495
C -4.501 -1.612 1.382
H -3.750 -3.482 -1.341
H -4.424 0.680 2.672
H -3.603 1.455 1.315
H -2.244 1.918 2.957
H -3.457 0.236 4.528
H -1.923 1.027 4.900
H -2.856 -1.723 5.945
H -1.370 -3.696 6.268
H 0.669 -3.904 4.828
H 1.049 -2.204 3.067
H -5.250 -1.529 2.161
O 0.289 1.617 4.031
S 1.650 1.147 3.631
N 1.648 0.395 2.357
C 2.759 6.082 -3.195
C 2.141 5.334 -2.052
C 1.222 4.315 -2.276
C 0.639 3.605 -1.239
C -0.375 2.551 -1.575
C 1.003 3.950 0.088
C 0.483 3.267 1.235
O -0.138 2.193 1.228
C 1.918 5.008 0.336
C 2.321 5.419 1.730
C 2.474 5.667 -0.739
H 2.414 5.706 -4.155
H 3.847 6.001 -3.161
H 2.514 7.144 -3.132
H 0.941 4.074 -3.294
H -0.637 2.614 -2.631
H -1.284 2.655 -0.984
H -0.013 1.544 -1.375
H 0.664 3.715 2.218
H 2.803 4.605 2.273
H 1.465 5.754 2.319
H 3.026 6.246 1.682
H 3.183 6.467 -0.561
C 2.250 -0.421 -0.608
C 1.452 -1.585 -0.138
N 0.443 -1.551 0.712
C -0.066 -2.835 0.772
C 0.655 -3.648 -0.032
N 1.619 -2.846 -0.605
C 2.582 -3.305 -1.593
N 1.943 -3.795 -2.776
N 1.480 -5.074 -2.798
N 0.795 -5.260 -3.854
C 0.770 -4.080 -4.573
C 0.142 -3.768 -5.782
C 0.279 -2.480 -6.243
C 1.026 -1.518 -5.532
C 1.655 -1.814 -4.342
C 1.504 -3.123 -3.878
H 2.082 0.427 0.049
H 1.954 -0.148 -1.623
H 3.320 -0.629 -0.597
H -0.926 -3.082 1.370
H 0.569 -4.693 -0.274
H 3.175 -4.115 -1.173
H 3.236 -2.479 -1.857
H -0.426 -4.515 -6.319
H -0.192 -2.190 -7.173
H 1.109 -0.519 -5.938
H 2.231 -1.070 -3.809
```

Its HOMO energy (spin up / spin down) is -0.3742 / -0.3740 Ha. The charge is +1. As for the expectation value of S²: 0.76. For the orbital gap (spin up / spin down), the calculation gives 6.965 / 6.689 eV. Its spin multiplicity is 2.

These are the Mulliken partial charges, in e, on atoms 1 to 4: atom 1 (Ti): 0.25, atom 2 (I): 0.10, atom 3 (C): -0.73, atom 4 (C): -0.23

2:
C34H34I2N8O3STi as an isolated structure, computed with ωB97M-V/def2-TZVPD.

Geometry as XYZ:
```
83
C34H34I2N8O3STi ωB97M-V/def2-TZVPD
Ti 0.358 0.447 0.258
I -6.041 -1.465 3.096
C -4.317 -1.344 1.878
C -3.466 -2.432 1.762
C -2.316 -2.291 1.013
I -1.070 -3.934 0.625
C -1.958 -1.079 0.403
O -0.828 -0.919 -0.234
C -2.917 -0.040 0.428
C -2.694 1.082 -0.554
N -1.410 1.776 -0.388
C -1.499 2.925 0.509
C -1.134 2.532 1.913
C -1.640 3.224 3.007
C -1.176 2.924 4.275
C -0.152 1.993 4.390
C 0.314 1.365 3.249
N -0.202 1.575 2.030
C -4.076 -0.176 1.169
H -3.707 -3.375 2.230
H -3.531 1.792 -0.495
H -2.702 0.626 -1.553
H -1.103 2.101 -1.304
H -2.487 3.407 0.469
H -0.752 3.675 0.206
H -2.380 3.993 2.851
H -1.568 3.432 5.141
H 0.277 1.755 5.348
H 1.147 0.675 3.305
H -4.805 0.620 1.190
O 1.262 2.781 -0.023
S 2.546 2.122 0.398
N 2.238 0.706 0.763
C 5.065 -2.793 -5.190
C 4.209 -1.823 -4.445
C 2.957 -2.197 -3.967
C 2.141 -1.322 -3.277
C 0.747 -1.731 -2.917
C 2.608 -0.009 -3.008
C 1.820 0.905 -2.248
O 0.916 0.560 -1.417
C 3.881 0.386 -3.500
C 4.448 1.738 -3.199
C 4.643 -0.520 -4.211
H 4.575 -3.758 -5.271
H 6.028 -2.918 -4.695
H 5.268 -2.421 -6.193
H 2.602 -3.197 -4.166
H 0.518 -2.701 -3.348
H 0.036 -1.004 -3.315
H 0.587 -1.775 -1.838
H 2.003 1.978 -2.378
H 4.563 1.876 -2.122
H 3.804 2.532 -3.571
H 5.423 1.837 -3.666
H 5.608 -0.214 -4.584
C 2.559 -2.321 0.211
C 1.771 -2.195 1.462
N 0.824 -1.296 1.671
C 0.276 -1.592 2.892
C 0.928 -2.654 3.438
N 1.868 -3.034 2.520
C 2.737 -4.185 2.695
N 2.034 -5.262 3.305
N 1.978 -5.360 4.653
N 1.275 -6.344 4.996
C 0.806 -6.974 3.881
C 0.021 -8.115 3.723
C -0.256 -8.501 2.434
C 0.226 -7.793 1.323
C 1.012 -6.669 1.454
C 1.290 -6.267 2.753
H 2.550 -1.352 -0.295
H 2.104 -3.069 -0.444
H 3.588 -2.612 0.416
H -0.565 -1.058 3.292
H 0.823 -3.142 4.386
H 3.567 -3.915 3.361
H 3.112 -4.496 1.717
H -0.326 -8.667 4.581
H -0.846 -9.386 2.254
H -0.017 -8.149 0.334
H 1.404 -6.142 0.596
```

Its HOMO energy (spin up / spin down) is -0.3563 / -0.3781 Ha. The charge is +1. As for the expectation value of S²: 0.78. For the orbital gap (spin up / spin down), the calculation gives 6.210 / 6.410 eV. Its spin multiplicity is 2.

These are the Mulliken partial charges, in e, on atoms 1 to 4: atom 1 (Ti): -0.37, atom 2 (I): 0.08, atom 3 (C): -0.77, atom 4 (C): -0.16

Verdict on stability: 1 comes out on top.

1:
A 2-piece molecular cluster, Cl2HNS overall, computed with ωB97M-V/def2-TZVPD.

Geometry as XYZ:
```
5
Cl2HNS ωB97M-V/def2-TZVPD
N -0.169 0.378 0.596
S -1.088 0.204 -0.682
Cl -0.134 -0.895 1.736
Cl 1.191 1.468 0.448
H 0.199 -1.155 -2.098
```

Its HOMO energy (spin up / spin down) is -0.3581 / -0.3349 Ha. For the orbital gap (spin up / spin down), the calculation gives 8.336 / 8.098 eV.

These are the Mulliken partial charges, in e, on atoms 1 to 4: atom 1 (N): -0.03, atom 2 (S): -0.06, atom 3 (Cl): 0.04, atom 4 (Cl): 0.03

2:
One molecule with the formula Cl2HNS, computed with ωB97M-V/def2-TZVPD.

Geometry as XYZ:
```
5
Cl2HNS ωB97M-V/def2-TZVPD
N -0.735 0.763 0.280
S 0.410 -0.208 0.338
Cl 1.944 0.585 -0.740
Cl -0.251 -1.779 -0.887
H -1.369 0.639 1.009
```

Its HOMO energy is -0.3676 Ha. For the orbital gap, the calculation gives 9.304 eV.

These are the Mulliken partial charges, in e, on atoms 1 to 4: atom 1 (N): -0.44, atom 2 (S): 0.40, atom 3 (Cl): -0.08, atom 4 (Cl): -0.17

Verdict on stability: 2 comes out on top.